[1]
A molecular structure, C53H54GeN9O5STi. Source: the OMol25 dataset; level of theory: wB97M-V/def2-TZVPD.

Each line ends with the Löwdin spin population.
Positions of all 124 atoms, in Å:
Ge 1.45 1.74 4.07  0.000
Ti 0.35 -0.28 -0.42  0.965
S -1.78 -1.64 -2.48  0.014
O 0.46 0.84 1.28  0.015
O 2.02 0.90 -0.23  0.000
O -2.69 1.71 -2.07  0.023
O -0.77 0.89 -1.32  0.023
O -1.36 -0.80 -3.64  0.001
N 3.03 -0.41 -3.73  0.011
N 1.02 -1.99 0.15  0.135
N -5.38 4.79 -3.42  0.000
N 0.27 3.44 -1.84  0.001
N 2.23 -2.39 -0.34  -0.030
N 1.53 -0.96 -2.04  0.021
N -1.31 -1.14 0.52  0.109
N -4.40 2.90 -4.31  0.000
N -5.18 2.86 -2.16  0.000
C 6.35 -1.94 -3.21  0.017
C 1.01 -4.36 -3.65  0.000
C -4.81 -4.34 -2.62  0.000
C -1.85 -2.75 2.25  0.044
C -1.53 -0.36 6.15  0.000
C 4.75 -1.41 2.68  0.000
C 3.83 -1.91 -2.05  0.002
C -2.02 3.15 -4.85  0.000
C 2.82 0.42 3.54  0.000
C 4.09 -1.16 -3.19  0.013
C -1.48 1.63 4.22  0.000
C -3.09 -2.20 2.39  0.044
C 3.05 3.71 8.13  0.000
C -1.45 1.72 -2.00  0.019
C 2.51 -1.78 -1.44  0.069
C 3.79 3.81 6.96  0.000
C -0.29 1.00 4.58  0.000
C 1.97 2.75 1.31  0.000
C 3.51 -1.86 3.11  0.000
C -2.53 -0.62 0.67  0.022
C 5.04 -0.05 2.70  0.000
C -3.44 -1.10 1.58  0.073
C 4.84 -2.70 -1.50  0.014
C 0.36 -2.69 1.07  0.243
C 1.81 3.08 8.11  0.000
C 1.44 3.17 2.68  0.000
C 5.35 -1.16 -3.77  -0.002
C 4.08 0.85 3.14  0.000
C 0.20 -3.24 -3.57  0.002
C -0.66 2.80 -2.77  0.001
C -0.77 -4.07 -1.54  0.005
C -4.02 -4.05 -4.88  0.000
C -4.85 -4.70 -3.96  0.000
C -3.93 -3.36 -2.18  0.000
C -0.94 -2.20 1.32  0.083
C -3.45 3.53 -5.25  0.000
C 0.05 -5.19 -1.61  0.001
C 0.95 -5.32 -2.65  0.003
C 1.45 1.44 0.77  0.005
C 6.09 -2.72 -2.08  -0.001
C -0.34 -0.02 5.53  0.000
C 1.33 2.53 6.92  0.000
C 2.54 -0.95 3.52  0.002
C 3.30 3.26 5.78  0.000
C 2.07 2.60 5.74  0.000
C -3.13 -3.08 -4.44  0.001
C -1.58 3.76 -3.52  0.000
C -3.09 -2.75 -3.10  0.006
C -4.96 3.52 -3.28  0.000
C -2.70 0.32 5.83  0.000
C -2.67 1.30 4.85  0.000
C -0.67 -3.09 -2.51  0.002
C 1.83 -0.36 -3.14  0.014
H 1.56 -1.29 3.83  0.001
H 0.77 -3.59 1.53  0.012
H -1.51 -3.99 -0.75  0.002
H 1.71 3.48 0.54  0.000
H 3.89 3.35 4.88  0.000
H -0.21 4.13 -1.28  0.000
H 0.58 -0.53 5.82  0.000
H 3.05 2.66 1.32  0.000
H -4.46 2.17 -1.90  0.000
H 1.03 3.89 -2.33  0.000
H 1.69 -4.48 -4.48  0.000
H 4.34 1.90 3.20  0.000
H 1.22 3.01 9.01  0.000
H 3.29 -2.92 3.13  0.000
H -0.01 -5.95 -0.84  0.000
H -1.07 4.70 -3.68  0.000
H -1.34 3.46 -5.65  0.000
H 6.00 0.30 2.36  0.000
H -5.94 5.20 -2.69  0.000
H 6.87 -3.34 -1.67  0.000
H 5.49 -2.12 2.35  0.000
H 3.43 4.12 9.05  0.000
H -2.79 0.20 0.01  0.000
H -5.47 -4.83 -1.92  0.000
H 5.56 -0.54 -4.63  -0.001
H -3.89 -3.08 -1.13  0.001
H 0.22 -2.47 -4.34  0.000
H 4.62 -3.26 -0.60  0.001
H -2.46 -2.57 -5.13  0.000
H -3.79 -2.60 3.11  0.001
H -1.54 -3.61 2.83  0.000
H -4.41 -0.63 1.68  0.004
H -0.06 2.25 -3.50  0.001
H 3.19 0.13 -4.56  0.000
H -1.55 -1.14 6.91  0.000
H -5.66 3.31 -1.40  0.000
H -3.66 3.18 -6.26  0.000
H -3.58 4.61 -5.22  0.000
H 0.36 2.05 6.92  0.000
H -2.45 3.96 -2.88  0.000
H -1.97 2.06 -4.78  0.000
H -3.58 1.82 4.58  0.000
H 2.04 4.01 3.05  0.000
H -5.49 5.18 -4.34  0.000
H -5.51 -5.48 -4.30  0.000
H -4.04 -4.34 -5.92  0.000
H 4.75 4.30 6.97  0.000
H -1.47 2.40 3.46  0.000
H -4.14 1.94 -4.10  0.000
H -3.62 0.09 6.35  0.000
H 1.05 0.19 -3.65  0.001
H 1.60 -6.19 -2.70  0.000
H 7.33 -1.95 -3.65  0.001
H 0.41 3.52 2.57  0.000

Values from the calculation:
* M: 1049.62 g/mol
* relative energy (zero: lowest compared OMol25 entry of this formula, charge and spin): 1.1740 eV
* E_tot: -6245.6083 a.u.
* charge: +1
* orbital gap (spin up / spin down): 5.67 / 7.38 eV
* spin multiplicity: 3
* ⟨S²⟩: 2.02

---

[2]
2 unconnected molecules or ions with the total composition C11H15N. Source: the OMol25 dataset; level of theory: wB97M-V/def2-TZVPD.

Each line ends with the Löwdin charge.
Positions of all 27 atoms, in Å:
N -1.56 -0.79 -0.43  0.061
C 0.05 -1.76 1.23  -0.034
C -0.33 -0.95 0.15  -0.244
C -1.42 0.07 -1.52  -0.060
C 1.97 -0.35 -0.27  -0.029
C -0.11 0.38 -1.67  -0.239
C -1.79 1.44 1.76  -0.169
C -0.75 2.55 1.62  -0.131
C 2.37 -1.34 0.60  -0.089
C 0.60 -0.19 -0.58  -0.146
C 1.39 -1.90 1.45  -0.101
C 0.47 1.19 -2.80  -0.037
H 0.04 2.19 -2.88  0.076
H -0.16 2.58 2.51  0.055
H -0.20 2.36 0.70  0.056
H -0.68 -2.18 1.91  0.107
H 2.70 0.26 -0.79  0.106
H -1.25 3.52 1.61  0.063
H 1.68 -2.37 2.39  0.099
H -2.66 1.62 2.39  0.066
H -2.45 -0.96 0.01  0.146
H 3.43 -1.38 0.77  0.096
H -1.29 0.55 2.15  0.052
H -2.30 1.13 0.86  0.038
H -2.30 0.52 -1.93  0.122
H 0.33 0.66 -3.74  0.079
H 1.54 1.26 -2.71  0.059

Values from the calculation:
* M: 161.25 g/mol
* relative energy (zero: lowest compared OMol25 entry of this formula, charge and spin): 0.7672 eV
* E_tot: -482.8870 a.u.
* SMILES: Cc1c[nH]c2ccccc12.CC
* orbital gap: 8.78 eV

---

[3]
A molecular structure, C43H31BaClIN8O3. Source: the OMol25 dataset; level of theory: wB97M-V/def2-TZVPD.

Each line ends with the Löwdin charge.
Positions of all 88 atoms, in Å:
Ba 0.26 -0.92 0.00  1.891
I 3.64 -0.81 -0.63  0.951
Cl -1.09 -8.43 1.82  0.602
O -4.08 -0.03 0.62  0.041
O 0.24 1.17 1.26  -0.163
O -1.02 -2.66 0.72  -0.439
N -3.15 1.70 1.81  0.146
N -0.01 -1.60 -3.47  0.127
N -2.13 -1.50 3.01  0.199
N -1.78 0.30 0.67  -0.050
N 0.75 -3.32 -1.45  0.015
N -0.09 -1.91 4.09  0.127
N 1.43 -1.85 2.16  0.000
N -2.00 -1.70 5.30  0.160
C 0.49 -0.34 -5.44  -0.049
C 2.13 -1.87 -4.58  -0.158
C 2.21 1.25 -2.50  -0.264
C -2.28 2.06 4.52  -0.043
C -0.10 2.62 -3.25  -0.121
C -0.11 2.75 3.78  -0.020
C -1.85 -5.85 2.23  -0.114
C -1.07 -6.72 1.47  -0.688
C 1.73 -0.91 -5.54  -0.016
C -1.39 3.66 -0.05  0.007
C 0.31 2.83 5.10  -0.072
C 1.21 -2.17 -3.54  -0.177
C 3.49 2.63 -4.12  -0.061
C -1.87 4.80 2.01  -0.030
C 2.27 2.29 -3.49  -0.186
C -1.49 6.06 -0.01  -0.096
C -3.09 0.58 0.98  -0.571
C 4.64 0.99 -2.80  -0.190
C 3.69 -3.47 -3.70  -0.094
C -0.31 -6.23 0.44  -0.083
C -1.41 2.35 3.48  -0.161
C -1.78 6.02 1.35  -0.090
C 3.46 0.66 -2.19  -0.574
C -1.39 -1.70 4.09  -0.503
C 0.51 -4.49 -1.02  -0.089
C -1.84 -4.51 1.95  -0.011
C -1.87 2.16 5.84  -0.100
C 1.08 2.98 -3.83  -0.072
C -1.03 -3.93 0.92  -0.352
C -1.83 2.27 2.02  -0.271
C -0.99 1.17 1.28  -0.556
C -0.57 2.54 6.13  -0.103
C -1.67 3.61 1.32  -0.127
C -0.27 -4.86 0.14  -0.120
C 0.65 -1.86 3.02  -0.379
C 0.97 0.82 -1.93  -0.274
C -0.35 -0.73 -4.38  -0.146
C -0.14 1.54 -2.34  -0.227
C 2.80 -3.77 -2.66  -0.069
C 1.58 -3.13 -2.55  -0.271
C 3.38 -2.52 -4.64  -0.048
C -1.30 4.88 -0.70  -0.061
C 4.65 1.99 -3.80  -0.106
H -2.48 -3.84 2.51  0.094
H -1.44 -1.98 6.08  0.102
H 0.26 -6.92 -0.17  0.106
H 0.57 2.98 2.98  0.125
H -2.99 -1.82 5.36  0.098
H 1.13 3.78 -4.56  0.098
H -0.24 2.61 7.16  0.094
H -2.56 1.94 6.64  0.094
H 3.48 3.42 -4.87  0.101
H 5.56 0.50 -2.52  0.074
H 2.41 -0.65 -6.34  0.114
H -1.75 -1.73 2.08  0.056
H 0.16 0.41 -6.15  0.103
H -1.01 3.15 -3.51  0.096
H 3.10 -4.47 -1.89  0.111
H -1.33 -0.29 -4.28  0.111
H -2.09 4.78 3.07  0.115
H 1.33 3.13 5.32  0.102
H 5.59 2.24 -4.29  0.092
H -1.06 4.89 -1.76  0.092
H -3.09 -1.18 3.06  0.117
H -1.21 2.74 -0.59  0.082
H 4.65 -3.97 -3.73  0.100
H -2.47 -6.25 3.02  0.099
H -1.93 6.94 1.90  0.096
H -3.30 1.76 4.29  0.103
H -1.40 7.01 -0.52  0.096
H 0.89 -5.35 -1.58  0.128
H 4.07 -2.27 -5.43  0.108
H -1.13 1.24 -1.97  0.077
H -3.97 2.28 1.81  0.148

Values from the calculation:
* M: 1007.46 g/mol
* relative energy (zero: lowest compared OMol25 entry of this formula, charge and spin): 1.4382 eV
* E_tot: -3104.5921 a.u.
* charge: -1
* orbital gap: 6.45 eV

---

[4]
2 unconnected molecules or ions with the total composition C5H7N2O2. Source: the OMol25 dataset; level of theory: wB97M-V/def2-TZVPD.

Each line ends with the Löwdin charge.
Positions of all 16 atoms, in Å:
O 2.27 -1.67 0.06  -0.070
O 3.32 0.02 1.17  -0.009
N 2.08 1.47 -1.42  0.087
N 1.20 1.82 -0.20  -0.019
C -2.05 0.28 -1.11  -0.049
C -1.86 0.01 0.19  -0.258
C 1.97 0.65 -0.44  -0.297
C 2.57 -0.48 0.34  -0.724
C -1.45 -1.34 0.76  -0.135
H -0.60 -1.13 1.52  0.100
H 1.79 2.55 0.28  0.063
H -1.06 -2.06 0.02  0.071
H -1.78 0.89 0.98  0.122
H -1.93 -0.42 -1.95  0.057
H -2.21 -1.86 1.31  0.035
H -2.27 1.26 -1.48  0.027

Values from the calculation:
* M: 127.12 g/mol
* relative energy (zero: lowest compared OMol25 entry of this formula, charge and spin): 4.3696 eV
* E_tot: -454.6422 a.u.
* charge: -1
* orbital gap: 8.82 eV